Entry 1:
This record from the Open Molecules 2025 dataset describes a 11-piece molecular cluster, C33H66O33 overall at a distorted geometry. The level of theory is ωB97M-V with the def2-TZVPD basis set.

```
132
Properties=species:S:1:pos:R:3:forces:R:3:mulliken_charge:R:1
C 13.152 8.730 10.976 -0.186 -1.067 -0.398 -0.7123
O 12.653 9.741 11.861 -1.050 -0.108 -0.095 -0.2855
C 13.006 9.580 13.134 -0.365 1.280 -0.086 0.6073
O 13.805 8.786 13.490 1.181 -1.414 1.011 -0.6146
O 12.380 10.476 13.914 0.045 0.022 -1.471 0.0198
C 12.785 10.548 15.263 0.202 0.214 0.491 -0.3129
H 14.201 8.999 10.761 -0.351 -0.808 0.149 0.2594
H 12.576 8.784 10.057 -0.019 0.671 -0.102 0.2635
H 12.923 7.642 11.278 0.925 1.788 0.312 0.2772
H 11.970 11.037 15.763 0.005 0.593 0.280 -0.2986
H 13.769 11.011 15.438 -0.459 0.160 -0.417 0.1695
H 12.820 9.586 15.689 0.221 -1.391 0.393 0.6329
C 10.134 11.902 18.423 0.255 0.708 -0.400 -1.0039
O 10.072 12.081 16.989 0.736 -0.007 -0.616 -0.0502
C 8.939 11.826 16.364 -0.705 -0.498 0.339 0.6389
O 7.933 11.439 16.904 -0.184 0.066 -0.076 -0.6161
O 9.050 12.027 15.037 0.657 0.583 0.457 -0.0991
C 7.802 11.915 14.355 0.505 -2.575 0.272 -0.8609
H 10.660 10.991 18.685 0.231 0.097 -0.193 0.2956
H 9.146 11.873 18.797 -1.033 -0.065 0.484 0.6047
H 10.635 12.806 18.779 0.098 -0.489 0.108 0.2047
H 7.154 12.687 14.599 -1.215 1.451 0.790 0.3325
H 7.387 10.932 14.670 -0.152 0.761 -0.552 0.3552
H 7.961 11.954 13.297 0.522 -0.131 -0.496 0.2554
C 11.502 17.671 11.794 -0.570 0.932 1.322 -0.6065
O 11.116 16.481 12.518 0.119 0.718 -1.159 -0.2906
C 11.213 15.403 11.723 -0.651 -1.120 1.870 0.8657
O 11.700 15.385 10.628 -0.259 -0.568 0.270 -0.5747
O 10.652 14.363 12.471 1.307 1.426 -1.595 -0.2686
C 11.021 13.040 12.060 -1.140 -0.430 -1.158 -0.1300
H 11.497 18.522 12.459 -0.291 -0.113 0.905 0.3945
H 10.805 17.975 11.038 -0.359 -0.547 -0.729 0.4006
H 12.503 17.672 11.464 1.102 -0.693 -0.734 -0.0579
H 12.007 12.753 12.388 0.384 0.190 0.208 -0.1378
H 10.965 12.926 10.925 -0.102 0.108 1.543 0.4276
H 10.283 12.417 12.598 0.474 0.044 -0.599 -0.0022
C 9.993 9.490 21.874 -1.753 1.625 -0.548 -0.6490
O 9.844 10.929 21.648 -0.304 -0.894 0.300 -0.1481
C 10.103 11.679 22.703 0.545 1.819 -2.750 0.7381
O 10.425 11.343 23.790 0.120 -0.197 1.247 -0.5485
O 10.084 12.955 22.169 0.143 -0.935 0.557 -0.3030
C 10.924 13.875 22.825 -0.973 2.544 0.249 -0.5933
H 9.483 9.147 20.956 0.532 -0.643 0.725 0.1996
H 9.431 9.279 22.800 0.562 -0.501 -0.507 0.3473
H 11.051 9.328 21.903 0.415 -0.703 0.140 0.2134
H 11.213 14.707 22.125 -0.315 -1.098 0.245 0.1895
H 11.813 13.434 23.216 0.499 -0.433 0.384 0.2851
H 10.336 14.403 23.613 0.638 -0.556 -0.175 0.2957
C 14.784 18.749 18.290 1.093 0.185 0.479 -0.2810
O 15.528 18.899 19.541 0.127 1.032 -0.791 -0.2491
C 15.070 18.272 20.598 0.134 -0.517 0.764 0.8806
O 14.134 17.525 20.657 -0.396 -0.177 -0.283 -0.5905
O 15.815 18.481 21.685 0.385 0.264 0.113 -0.3650
C 16.826 19.513 21.751 0.372 -2.924 0.644 -0.7598
H 14.019 18.018 18.504 -0.376 -0.023 -0.556 0.4620
H 15.569 18.401 17.616 -0.521 -0.243 -0.243 -0.2948
H 14.435 19.741 17.953 -0.084 -0.528 0.412 0.3062
H 16.855 19.722 22.780 0.169 0.566 1.282 0.2780
H 16.596 20.325 21.195 -0.982 2.582 -1.701 0.3882
H 17.807 19.165 21.446 0.055 -0.407 -0.184 0.2628
C 16.878 16.336 12.243 0.682 -0.953 -0.277 -0.3463
O 16.636 16.700 10.867 -1.484 0.141 -0.555 -0.4151
C 15.717 17.676 10.643 -0.458 0.005 1.829 0.8399
O 15.218 18.369 11.531 0.677 -0.949 -1.743 -0.5917
O 15.416 17.716 9.347 1.095 -0.934 0.910 -0.3257
C 14.368 18.546 8.941 -1.226 0.372 -0.933 -0.4595
H 16.229 16.846 12.923 -0.455 0.124 0.180 0.0015
H 17.867 16.692 12.352 1.150 0.292 0.853 0.5322
H 16.910 15.212 12.444 -0.453 1.508 -0.839 0.0849
H 14.744 19.554 8.762 -0.079 -0.068 -0.239 0.3084
H 13.561 18.619 9.670 0.188 -0.158 0.176 0.1387
H 13.942 18.066 8.024 0.516 0.651 0.654 0.2342
C 18.312 16.056 19.562 0.045 0.416 -0.453 -0.3659
O 17.679 14.983 18.855 -0.936 -0.311 -1.998 -0.3731
C 17.173 15.279 17.580 0.724 -1.238 1.606 0.6668
O 17.122 16.347 17.069 0.221 1.807 0.061 -0.3888
O 16.752 14.181 16.952 1.329 -0.147 2.081 -0.4033
C 16.191 14.415 15.695 -1.385 -1.772 -0.848 0.5077
H 17.557 16.720 20.003 0.224 -0.038 -0.240 0.0210
H 18.976 16.591 18.869 -0.293 0.118 0.299 0.2691
H 18.922 15.635 20.364 -0.262 -0.245 -0.220 0.2524
H 15.291 14.977 15.835 -0.588 0.318 -0.010 -0.5128
H 15.922 13.375 15.368 0.277 1.197 -0.208 0.0264
H 16.793 14.955 14.983 0.656 -0.056 -0.041 0.3149
C 17.659 20.259 16.708 -1.140 0.055 0.939 -0.5357
O 18.330 19.742 15.552 -0.172 0.522 0.547 -0.2644
C 19.610 19.447 15.771 0.816 0.395 0.288 0.7624
O 20.262 19.707 16.762 -0.693 -0.247 -0.516 -0.5857
O 20.093 18.857 14.680 -0.148 0.215 0.131 -0.2555
C 21.495 18.564 14.734 -0.261 0.663 -1.547 -0.6965
H 16.577 20.261 16.509 0.419 -0.359 -0.386 0.1534
H 17.835 21.318 17.011 0.790 -0.812 -0.560 0.3612
H 17.829 19.576 17.558 0.052 0.488 -0.285 0.2530
H 21.661 18.081 13.764 0.313 0.297 0.260 0.2123
H 21.683 17.870 15.495 0.369 -0.875 1.223 0.3304
H 22.106 19.472 14.868 -0.354 -0.391 -0.110 0.2833
C 11.697 13.845 15.497 1.101 2.699 1.092 -0.4000
O 12.717 14.423 14.590 -0.441 0.103 0.707 0.7754
C 13.136 15.602 15.040 -0.055 0.284 1.000 -0.7608
O 12.982 16.062 16.163 -0.224 -0.770 -0.828 -0.5987
O 13.805 16.242 14.092 0.481 -0.006 -1.183 0.9586
C 14.249 17.538 14.539 -1.968 0.279 0.162 -1.3196
H 10.849 14.556 15.471 0.251 -0.740 0.070 0.3222
H 12.128 13.824 16.528 -0.418 -0.132 -0.850 0.3376
H 11.475 12.892 15.160 -0.413 -1.412 -0.859 -0.4945
H 14.987 17.351 15.265 0.824 0.187 1.281 0.3595
H 13.311 17.969 14.953 1.107 0.349 0.082 0.4352
H 14.658 18.180 13.775 -0.156 -0.500 -0.755 0.2113
C 14.182 10.786 22.136 -0.552 0.745 0.522 -0.6470
O 13.530 10.717 20.855 -1.015 0.566 0.308 -0.3657
C 13.528 11.816 20.080 -0.189 -1.538 -1.829 0.8386
O 13.089 11.772 18.957 -0.488 -0.286 -0.091 -0.4803
O 14.137 12.842 20.558 0.783 1.980 1.020 -0.3888
C 14.280 14.028 19.686 0.938 -1.815 0.191 -0.6131
H 13.980 11.803 22.649 0.777 -1.718 -0.894 0.2540
H 15.200 10.552 21.833 0.434 0.453 1.063 0.3247
H 13.776 9.985 22.793 0.185 0.498 -0.702 0.2225
H 14.661 13.720 18.706 -0.571 0.029 0.148 0.2087
H 15.057 14.544 20.179 0.779 0.799 0.522 0.2874
H 13.404 14.618 19.695 -1.053 0.334 -0.268 0.3223
C 14.636 13.827 11.719 -0.612 0.585 -2.546 -0.4504
O 15.250 12.886 12.543 0.703 -1.100 1.128 0.2313
C 15.907 11.866 11.980 -1.415 0.145 -2.100 0.4335
O 16.148 11.794 10.799 0.598 0.229 0.302 -0.6180
O 16.012 10.875 12.833 -0.302 0.508 1.928 -0.0444
C 16.925 9.847 12.613 1.740 -1.328 0.010 -0.9795
H 14.052 13.416 10.843 0.483 -0.188 1.189 0.2642
H 15.339 14.497 11.212 0.111 -0.133 0.371 0.5098
H 13.983 14.382 12.355 -0.341 0.398 0.332 -0.2633
H 16.559 8.908 13.078 0.164 0.988 0.415 0.2855
H 17.981 10.143 12.992 -1.792 -0.585 -0.666 0.2519
H 16.932 9.559 11.569 0.424 0.431 -0.436 0.4080
```
Positions in Å, forces in eV/Å.

Output
- Kohn-Sham gap: 11.1 eV
- Strongest force on any atom: 3.3 eV Å⁻¹
- SMILES: COC(=O)OC.COC(=O)OC.COC(=O)OC.COC(=O)OC.COC(=O)OC.COC(=O)OC.COC(=O)OC.COC(=O)OC.COC(=O)OC.COC(=O)OC.COC(=O)OC
- Relative energy (zero: lowest compared OMol25 entry of this formula, charge and spin): 3.144 eV
- LUMO energy: 0.500 eV
- Total charge: 0



Entry 2:
This record from the Open Molecules 2025 dataset describes a 4-piece molecular cluster, C33H67BFIN2O6S overall at a distorted geometry. The level of theory is ωB97M-V with the def2-TZVPD basis set.

```
112
Properties=species:S:1:pos:R:3:forces:R:3:mulliken_charge:R:1
C -1.155 -1.705 5.769 0.456 0.495 0.352 -0.5999
O -2.553 -1.523 5.748 0.125 -0.249 -0.349 -0.3975
C -3.275 -2.656 5.334 -0.509 -0.810 -0.523 -0.5216
C -4.418 -2.303 4.354 -0.047 0.820 0.433 -1.0000
C -4.155 -1.025 3.541 0.524 -0.543 0.042 -0.8856
C -2.991 -1.272 2.553 -1.218 0.604 0.095 0.1111
C -2.682 0.000 1.741 0.350 -1.402 -0.524 -1.8812
C -1.199 0.161 1.269 -1.462 0.278 1.183 1.5937
C -1.185 1.506 0.507 0.915 0.470 0.406 -1.0737
C -0.502 2.655 1.272 -0.626 0.115 -0.026 -0.1520
C -1.298 3.120 2.523 1.360 0.437 -0.889 -0.3460
S -1.056 4.936 2.728 -0.250 0.149 0.410 -0.2160
O -0.511 0.205 2.550 0.434 1.604 -0.003 -0.3072
C 0.361 -0.770 2.749 -3.305 -1.731 -4.063 0.5995
O 1.181 -0.811 3.542 3.484 0.269 3.890 -0.5483
C 0.030 -1.915 1.718 0.440 0.992 0.301 -1.4520
I 1.865 -3.009 1.369 -0.285 -0.072 0.023 0.0769
C -0.559 -1.053 0.596 -0.238 -0.595 -2.119 1.3484
B 0.706 -0.800 -0.378 0.260 0.528 -0.065 0.8297
N 0.820 -1.547 -1.620 0.450 0.245 0.080 -0.2924
O 1.652 0.125 -0.006 -0.272 -0.191 0.150 -0.8838
C -1.561 -1.756 -0.346 1.683 1.969 0.809 -0.7273
O -1.770 -2.894 -0.206 -1.172 -2.914 0.090 -0.5265
N -2.149 -0.923 -1.368 -0.033 0.515 0.681 0.5130
C -3.468 -1.288 -1.681 1.171 2.623 0.172 0.3874
O -3.871 -2.306 -1.994 -1.472 -4.187 -1.081 -0.3822
F -4.309 -0.257 -1.613 -0.030 1.062 0.288 -0.2558
H -0.789 -2.034 6.749 -0.160 -0.177 -0.040 0.3552
H -0.692 -0.735 5.578 -0.041 -0.016 -0.039 0.1672
H -0.788 -2.406 5.011 -0.207 -0.030 -0.027 0.2361
H -2.648 -3.402 4.828 0.390 0.288 0.117 0.2263
H -3.695 -3.187 6.196 0.022 0.125 0.067 0.5070
H -4.572 -3.113 3.638 -0.058 -0.214 0.227 0.3878
H -5.329 -2.178 4.943 -0.123 -0.002 -0.190 0.4380
H -5.070 -0.758 3.008 0.062 0.119 -0.071 0.4180
H -3.874 -0.212 4.211 -0.153 0.043 -0.005 0.5050
H -3.356 -2.051 1.879 0.484 -0.238 0.023 0.3617
H -2.158 -1.626 3.154 0.155 0.013 -0.175 -0.3363
H -2.966 0.867 2.337 0.269 0.173 -0.100 0.6877
H -3.306 -0.008 0.841 -0.084 0.206 0.152 0.3663
H -0.729 1.447 -0.485 0.077 -0.300 0.131 -0.0763
H -2.217 1.811 0.344 -0.060 -0.087 -0.134 0.6953
H 0.534 2.420 1.518 -0.058 -0.110 0.169 0.3251
H -0.463 3.519 0.608 -0.021 -0.160 -0.261 -0.1438
H -0.930 2.582 3.390 -0.336 0.078 0.191 0.3122
H -2.366 2.997 2.364 -0.037 -0.077 0.157 0.2414
H 0.050 5.178 1.993 -0.150 -0.476 0.109 0.0953
H -0.605 -2.683 2.146 -0.252 0.155 -0.105 0.6102
H 1.499 -1.143 -2.260 0.008 -0.056 0.073 0.1359
H 1.082 -2.520 -1.488 -0.563 -0.105 -0.165 0.1843
H 2.522 -0.178 -0.296 -0.021 0.382 -0.120 0.3191
H -1.561 -0.834 -2.191 0.151 0.066 0.140 -0.0360
C 2.814 -6.822 0.430 -0.104 -0.100 0.102 -1.1328
C 2.978 -6.674 1.940 0.037 0.092 -0.094 -0.3407
C 4.389 -6.263 2.358 -0.022 -0.024 0.104 -0.4247
C 5.490 -7.263 2.001 -0.011 0.003 -0.111 -0.8008
C 5.297 -8.668 2.570 0.110 0.037 0.086 -0.3625
C 5.292 -8.709 4.095 -0.079 -0.107 -0.065 -1.1809
H 3.452 -7.611 0.030 0.015 0.033 -0.025 0.3633
H 1.782 -7.077 0.184 0.020 0.029 -0.058 0.3488
H 3.060 -5.888 -0.082 0.031 -0.024 -0.021 0.1984
H 2.688 -7.606 2.433 0.033 0.004 0.021 0.3154
H 2.280 -5.911 2.292 -0.009 -0.083 0.050 0.2025
H 4.397 -6.081 3.437 0.020 0.008 -0.011 0.3102
H 4.632 -5.302 1.892 -0.016 0.000 0.002 0.2472
H 6.446 -6.865 2.355 -0.002 -0.022 0.008 0.3811
H 5.580 -7.334 0.913 -0.007 0.017 0.008 0.3150
H 6.112 -9.301 2.208 -0.037 -0.008 -0.036 0.3616
H 4.373 -9.111 2.188 0.003 0.025 -0.025 0.2316
H 6.223 -8.305 4.499 -0.026 0.033 0.012 0.2912
H 5.191 -9.736 4.448 0.012 0.029 0.047 0.3788
H 4.461 -8.136 4.512 0.029 0.013 0.018 0.2809
C 0.305 -0.541 -8.299 0.014 0.140 -0.021 -1.2039
C 0.957 0.322 -7.223 0.026 -0.140 -0.028 -0.5830
C 0.753 -0.216 -5.808 0.032 0.041 0.147 -0.7745
C -0.702 -0.282 -5.340 -0.071 0.003 -0.125 0.2696
C -1.454 1.048 -5.371 0.009 -0.013 0.192 -0.5703
C -0.853 2.103 -4.447 -0.070 0.039 -0.136 -0.7515
H -0.780 -0.582 -8.182 0.008 -0.033 -0.007 0.2873
H 0.513 -0.135 -9.290 -0.025 -0.052 -0.012 0.3871
H 0.691 -1.562 -8.267 -0.040 -0.008 0.011 0.2910
H 0.585 1.347 -7.300 0.006 0.001 0.039 0.2457
H 2.031 0.371 -7.420 -0.011 0.052 0.017 0.3825
H 1.328 0.400 -5.109 0.001 0.000 -0.008 0.2929
H 1.180 -1.222 -5.745 0.010 0.011 -0.029 0.4533
H -0.717 -0.673 -4.315 0.024 -0.029 -0.010 -0.4428
H -1.247 -1.010 -5.948 0.012 -0.017 0.032 0.4057
H -2.488 0.867 -5.065 -0.008 0.001 -0.065 0.3866
H -1.501 1.436 -6.391 0.007 -0.033 -0.007 0.3896
H -0.831 1.750 -3.412 0.036 0.008 0.007 -0.1111
H -1.447 3.018 -4.475 0.035 0.008 0.062 0.4296
H 0.165 2.365 -4.741 0.006 -0.006 0.040 0.3017
C 0.300 10.662 -1.210 0.044 -0.044 -0.145 -1.1849
C -0.547 9.576 -1.868 -0.067 0.099 0.103 -0.3987
C -1.239 8.655 -0.865 -0.015 -0.080 -0.077 -0.8212
C -0.299 7.846 0.030 0.048 0.084 0.075 -0.3393
C 0.694 6.952 -0.711 -0.121 -0.105 0.057 -0.5070
C 0.021 5.870 -1.551 0.161 0.021 -0.059 -1.1781
H 1.119 10.237 -0.627 -0.015 0.023 0.024 0.2830
H 0.740 11.312 -1.968 0.013 0.031 0.052 0.3782
H -0.308 11.281 -0.548 0.024 -0.020 0.031 0.2893
H 0.073 8.995 -2.557 -0.019 -0.026 0.007 0.2303
H -1.315 10.057 -2.480 0.019 -0.039 -0.035 0.3720
H -1.900 7.974 -1.409 0.002 -0.007 0.023 0.3157
H -1.892 9.256 -0.224 0.009 0.008 -0.014 0.3999
H -0.906 7.225 0.696 0.002 -0.006 -0.021 0.0984
H 0.258 8.527 0.681 -0.013 0.004 -0.009 0.3312
H 1.340 6.468 0.028 0.036 0.042 -0.019 0.3568
H 1.352 7.552 -1.345 0.002 0.015 0.023 0.3725
H -0.614 5.234 -0.930 -0.058 0.042 -0.020 0.1776
H 0.771 5.235 -2.026 -0.048 -0.031 -0.013 0.3898
H -0.595 6.299 -2.343 -0.027 -0.022 0.019 0.3714
```
Positions in Å, forces in eV/Å.

Output
- Kohn-Sham gap: 9.0 eV
- Strongest force on any atom: 5.5 eV Å⁻¹
- SMILES: COCCCCC[C@@]1(CCCS)OC(=O)[C@H](I)[C@@]1(B(N)O)C(=O)NC(=O)F.CCCCCC.CCCCCC.CCCCCC
- Relative energy (zero: lowest compared OMol25 entry of this formula, charge and spin): 0.000 eV
- LUMO energy: -0.024 eV
- Total charge: 0